one) Molecular formula: C9H36O9
Method: DFT, the ωB97M-V functional and the def2-TZVPD basis

HOMO-LUMO gap ... 9.8 eV
HOMO ... -9.711 eV

The geometry in ORCA input format:
```
! RIJCOSX wB97M-V def2-TZVPD def2/J DEFGRID3
* xyz 0 1
C -2.28 2.54 -2.13
O -2.86 3.52 -1.34
H -2.75 2.75 -3.10
H -1.21 2.67 -2.28
H -2.60 1.56 -1.80
H -3.80 3.49 -1.48
C 0.50 0.19 -0.48
O 0.10 -0.16 0.86
H -0.19 -0.31 -1.16
H 0.43 1.26 -0.68
H 1.50 -0.11 -0.80
H -0.86 -0.18 0.85
C -1.98 -2.15 -2.34
O -0.66 -2.33 -2.87
H -2.11 -1.46 -1.51
H -2.55 -1.67 -3.14
H -2.54 -3.06 -2.13
H -0.14 -2.85 -2.26
C -3.41 -1.43 1.24
O -2.65 -0.25 1.27
H -4.30 -1.17 0.67
H -2.82 -2.25 0.82
H -3.69 -1.65 2.28
H -3.31 0.45 1.25
C 4.15 0.43 -2.33
O 3.19 0.81 -3.26
H 4.26 -0.66 -2.25
H 5.11 0.79 -2.69
H 3.93 0.87 -1.35
H 3.14 0.15 -3.95
C 0.28 -2.29 3.68
O 0.91 -1.03 3.45
H -0.76 -2.18 3.36
H 0.77 -3.11 3.16
H 0.35 -2.57 4.73
H 0.48 -0.66 2.67
C -1.04 3.08 1.73
O -0.93 4.11 0.75
H -0.32 3.19 2.53
H -2.04 2.96 2.15
H -0.69 2.15 1.28
H -1.50 3.87 0.02
C 1.13 -3.19 0.02
O 1.03 -3.79 -1.24
H 0.83 -3.90 0.79
H 2.11 -2.76 0.24
H 0.34 -2.46 0.16
H 1.55 -4.60 -1.18
C 2.65 2.21 1.23
O 3.76 2.43 2.03
H 1.71 2.27 1.77
H 2.48 3.02 0.52
H 2.74 1.28 0.65
H 4.55 2.17 1.55
*
```



two) Molecular formula: C9H36O9
Method: DFT, the ωB97M-V functional and the def2-TZVPD basis

HOMO-LUMO gap ... 9.9 eV
HOMO ... -9.678 eV

The geometry in ORCA input format:
```
! RIJCOSX wB97M-V def2-TZVPD def2/J DEFGRID3
* xyz 0 1
C -0.23 -3.94 1.52
O -1.22 -3.50 0.61
H -0.04 -5.01 1.36
H 0.70 -3.38 1.43
H -0.58 -3.82 2.55
H -1.91 -4.16 0.54
C 1.25 2.33 2.28
O 1.07 2.46 3.71
H 1.67 3.20 1.78
H 1.87 1.47 2.01
H 0.31 2.21 1.74
H 1.94 2.54 4.11
C -0.94 -0.20 3.22
O -0.93 0.64 4.38
H 0.10 -0.43 3.00
H -1.45 -1.15 3.36
H -1.27 0.31 2.31
H -0.31 1.34 4.17
C 3.33 -1.77 0.19
O 4.72 -1.97 0.03
H 2.75 -1.90 -0.72
H 2.91 -2.48 0.90
H 3.13 -0.74 0.48
H 4.94 -2.90 0.06
C -0.94 -0.15 -0.49
O 0.02 -1.07 -0.06
H -1.05 -0.10 -1.57
H -1.88 -0.47 -0.04
H -0.71 0.83 -0.06
H -0.43 -1.85 0.28
C 2.55 1.89 -1.21
O 1.86 3.16 -1.25
H 2.05 1.22 -0.50
H 2.54 1.44 -2.20
H 3.60 2.01 -0.94
H 1.01 3.03 -1.67
C -1.49 3.41 -1.77
O -0.59 2.61 -2.50
H -1.17 4.44 -1.91
H -2.46 3.36 -2.26
H -1.61 3.19 -0.71
H -1.11 2.07 -3.09
C -4.98 -0.17 -0.05
O -5.78 -1.17 -0.52
H -5.51 0.35 0.75
H -4.05 -0.60 0.33
H -4.76 0.55 -0.83
H -5.33 -1.58 -1.26
C 1.08 -0.79 -3.49
O 1.92 -1.54 -4.34
H 1.42 -0.96 -2.47
H 1.14 0.30 -3.59
H 0.03 -1.03 -3.64
H 2.80 -1.51 -3.97
*
```



three) Molecular formula: C9H36O9
Method: DFT, the ωB97M-V functional and the def2-TZVPD basis

HOMO-LUMO gap ... 10.4 eV
HOMO ... -9.681 eV

The geometry in ORCA input format:
```
! RIJCOSX wB97M-V def2-TZVPD def2/J DEFGRID3
* xyz 0 1
C -1.69 1.31 0.83
O -3.08 0.96 0.86
H -1.18 0.51 1.42
H -1.30 1.35 -0.21
H -1.59 2.35 1.28
H -3.48 1.24 0.02
C -3.87 -2.34 0.29
O -2.83 -1.56 -0.29
H -3.96 -3.39 -0.03
H -3.61 -2.39 1.36
H -4.87 -1.98 0.21
H -3.11 -0.72 0.15
C -0.79 -1.63 2.93
O 0.57 -1.35 2.63
H -0.97 -2.71 2.92
H -0.84 -1.29 3.95
H -1.52 -1.10 2.30
H 0.85 -1.57 1.69
C -3.76 3.58 -2.11
O -3.42 2.25 -1.55
H -4.34 3.49 -3.08
H -4.25 4.27 -1.43
H -2.87 4.02 -2.39
H -2.49 2.24 -1.74
C 2.67 1.10 -1.90
O 1.42 0.56 -1.61
H 3.35 0.97 -1.01
H 3.08 0.65 -2.77
H 2.45 2.15 -2.13
H 1.44 -0.30 -1.14
C 4.87 -2.29 1.77
O 4.38 -1.19 1.03
H 5.73 -2.67 1.15
H 5.27 -1.94 2.69
H 4.09 -3.09 1.89
H 3.92 -0.51 1.51
C 2.16 2.24 2.10
O 2.26 0.88 1.69
H 1.10 2.50 2.19
H 2.68 2.26 3.03
H 2.59 2.91 1.38
H 1.48 0.44 2.02
C -1.39 1.01 -3.77
O -0.91 1.73 -2.64
H -0.65 0.25 -4.17
H -2.29 0.44 -3.43
H -1.72 1.69 -4.58
H -0.14 1.40 -2.21
C 1.61 -3.12 -0.32
O 1.67 -1.77 0.08
H 1.85 -3.68 0.57
H 0.56 -3.32 -0.60
H 2.32 -3.25 -1.12
H 2.58 -1.62 0.25
*
```



Name the least stable of them. one).



one) Molecular formula: C18H29NO2
Method: DFT, the ωB97M-V functional and the def2-TZVPD basis

HOMO-LUMO gap ... 9.0 eV
HOMO ... -8.088 eV

The geometry in ORCA input format:
```
! RIJCOSX wB97M-V def2-TZVPD def2/J DEFGRID3
* xyz 0 1
C -4.60 -1.77 0.31
H -4.95 -1.46 1.29
C -4.32 -0.55 -0.57
H -5.24 0.02 -0.70
H -3.99 -0.89 -1.56
C -3.25 0.37 0.04
C -1.94 -0.36 0.18
C -1.44 -0.69 1.43
C -0.26 -1.39 1.57
C 0.46 -1.80 0.45
C -0.03 -1.48 -0.80
C -1.22 -0.78 -0.93
H -1.57 -0.55 -1.92
H 0.48 -1.78 -1.71
O 1.59 -2.52 0.73
C 2.44 -3.00 -0.29
C 3.68 -2.13 -0.51
H 4.24 -2.58 -1.33
C 3.37 -0.67 -0.84
H 4.19 -0.24 -1.41
H 2.47 -0.62 -1.46
C 3.12 0.18 0.42
N 2.00 1.08 0.25
C 1.58 1.67 1.51
C 0.31 2.49 1.28
O 0.51 3.49 0.30
C 0.95 2.92 -0.90
C 2.25 2.14 -0.71
H 2.56 1.71 -1.66
H 3.04 2.83 -0.36
H 1.09 3.75 -1.60
H 0.18 2.24 -1.30
H 0.01 3.01 2.19
H -0.48 1.81 0.96
H 1.37 0.88 2.22
H 2.37 2.33 1.93
H 2.87 -0.49 1.25
H 4.04 0.72 0.70
H 4.31 -2.17 0.38
H 1.89 -3.12 -1.23
H 2.76 -3.99 0.04
H 0.12 -1.65 2.55
H -1.98 -0.38 2.32
C -3.11 1.64 -0.80
H -4.05 2.18 -0.84
H -2.82 1.40 -1.82
H -2.36 2.30 -0.38
H -3.59 0.66 1.04
H -5.36 -2.40 -0.14
H -3.69 -2.36 0.44
*
```



two) Molecular formula: C18H29NO2
Method: DFT, the ωB97M-V functional and the def2-TZVPD basis

HOMO-LUMO gap ... 9.1 eV
HOMO ... -8.190 eV

The geometry in ORCA input format:
```
! RIJCOSX wB97M-V def2-TZVPD def2/J DEFGRID3
* xyz 0 1
C 5.72 1.08 2.30
C 5.11 1.87 1.43
C 5.75 3.14 0.94
H 6.79 3.20 1.27
H 5.22 4.00 1.34
H 5.73 3.20 -0.14
C 3.76 1.52 0.87
C 2.78 2.69 0.88
C 1.38 2.20 0.52
C 1.40 1.32 -0.70
C 2.51 0.78 -1.17
C 3.86 0.98 -0.56
H 4.41 0.03 -0.56
H 4.44 1.68 -1.18
H 2.49 0.15 -2.05
C 0.05 1.06 -1.33
N -0.85 0.46 -0.36
C -0.47 -0.88 0.04
C -0.79 -1.96 -1.01
H -0.57 -2.94 -0.60
H -0.18 -1.81 -1.90
C -2.27 -1.89 -1.41
C -3.16 -2.39 -0.28
O -2.77 -2.98 0.69
O -4.45 -2.14 -0.54
C -5.39 -2.56 0.45
C -5.50 -1.55 1.58
H -6.27 -1.86 2.28
H -5.75 -0.57 1.19
H -4.55 -1.49 2.11
H -5.09 -3.54 0.84
H -6.34 -2.65 -0.09
C -2.64 -0.46 -1.83
C -2.25 0.52 -0.71
H -2.49 1.54 -1.01
H -2.82 0.28 0.19
H -3.71 -0.39 -2.02
H -2.11 -0.21 -2.74
H -2.46 -2.57 -2.26
H 0.60 -0.89 0.25
H -1.01 -1.12 0.96
H -0.39 2.02 -1.63
H 0.18 0.45 -2.24
H 0.71 3.04 0.34
H 0.95 1.63 1.35
H 3.09 3.43 0.14
H 2.76 3.17 1.86
H 3.33 0.72 1.49
H 5.27 0.17 2.66
H 6.70 1.30 2.69
*
```



Name the least stable of them. one).



one) Molecular formula: C5H4Cl2F9NaO9S3
Method: DFT, the ωB97M-V functional and the def2-TZVPD basis

HOMO-LUMO gap ... 6.3 eV
HOMO ... -3.264 eV

The geometry in ORCA input format:
```
! RIJCOSX wB97M-V def2-TZVPD def2/J DEFGRID3
* xyz -2 1
Na -1.03 0.48 -0.23
C 1.54 -0.10 -4.47
F 0.73 0.76 -5.12
F 0.93 -1.29 -4.47
F 2.66 -0.21 -5.18
S 1.85 0.44 -2.72
O 0.53 0.41 -2.11
O 2.79 -0.56 -2.28
O 2.44 1.76 -2.82
C 2.14 1.82 3.34
F 3.38 1.66 3.81
F 1.32 1.04 4.07
F 1.78 3.10 3.58
S 2.11 1.46 1.50
O 2.84 2.60 0.99
O 2.77 0.20 1.39
O 0.69 1.46 1.18
C 0.05 -4.04 -1.22
F -1.26 -3.91 -1.54
F 0.26 -5.36 -1.00
F 0.77 -3.70 -2.28
S 0.50 -3.01 0.27
O -0.11 -3.72 1.37
O 1.93 -3.02 0.22
O -0.12 -1.73 -0.07
Cl -3.35 -0.33 1.43
C -3.95 1.15 2.26
C -4.14 2.31 1.33
Cl -2.64 2.70 0.46
H -3.23 1.39 3.03
H -4.85 0.82 2.78
H -4.38 3.21 1.89
H -4.93 2.22 0.59
*
```



two) Molecular formula: C5H4Cl2F9NaO9S3
Method: DFT, the ωB97M-V functional and the def2-TZVPD basis

HOMO-LUMO gap ... 4.9 eV
HOMO ... -3.385 eV

The geometry in ORCA input format:
```
! RIJCOSX wB97M-V def2-TZVPD def2/J DEFGRID3
* xyz -2 1
Na 7.26 13.41 20.40
C 7.76 6.91 22.37
F 8.83 6.84 23.11
F 8.08 6.97 21.06
F 6.99 5.81 22.49
S 6.74 8.46 22.83
O 7.45 9.58 22.21
O 5.36 8.23 22.34
O 6.80 8.58 24.30
C 1.15 14.44 24.39
F 0.45 14.72 23.22
F 1.77 15.51 24.98
F 0.35 13.80 25.27
S 2.51 13.14 23.88
O 3.03 12.53 25.11
O 1.90 12.18 22.95
O 3.54 13.88 23.09
C 4.74 9.01 16.03
F 5.54 9.63 15.18
F 3.87 8.25 15.41
F 5.45 8.19 16.90
S 3.70 10.28 17.11
O 2.75 11.00 16.25
O 3.00 9.54 18.15
O 4.70 11.23 17.68
Cl 13.53 9.95 17.45
C 12.50 9.11 18.63
C 12.54 9.80 19.97
Cl 11.81 11.49 19.92
H 12.82 8.07 18.70
H 11.48 8.96 18.26
H 13.54 9.93 20.38
H 11.93 9.19 20.64
*
```



Name the least stable of them. two).



one) Molecular formula: H8N2Si2
Method: DFT, the ωB97M-V functional and the def2-TZVPD basis

HOMO-LUMO gap (spin up / spin down) ... 7.9 / 7.9 eV
HOMO (spin up / spin down) ... -8.189 / -8.188 eV

The geometry in ORCA input format:
```
! RIJCOSX wB97M-V def2-TZVPD def2/J DEFGRID3
* xyz 0 1
N -1.68 -1.15 0.83
N 0.12 2.05 0.17
Si 0.94 -1.01 -1.15
Si 0.58 0.48 0.61
H -1.93 -1.51 1.78
H -2.26 -0.30 0.90
H 0.74 2.40 -0.57
H -0.54 2.63 0.66
H 2.18 -1.76 -0.90
H 1.15 -0.52 -2.52
H -0.28 -1.79 -1.16
H 1.52 0.33 1.80
*
```



two) Molecular formula: H8N2Si2
Method: DFT, the ωB97M-V functional and the def2-TZVPD basis

HOMO-LUMO gap ... 7.9 eV
HOMO ... -7.661 eV

The geometry in ORCA input format:
```
! RIJCOSX wB97M-V def2-TZVPD def2/J DEFGRID3
* xyz 0 1
N -3.52 0.28 0.68
N -2.70 -0.31 -0.25
Si 3.42 -0.12 0.07
Si -1.16 -0.25 -0.61
H -4.29 -0.19 1.08
H -3.56 1.24 1.02
H 2.38 0.88 0.56
H 4.73 -0.09 0.81
H 3.37 -0.19 -1.44
H -0.20 0.81 -0.30
H -0.92 -0.86 -2.02
H 2.45 -1.20 0.41
*
```



Name the least stable of them. two).



one) Molecular formula: C7H12N2O
Method: DFT, the ωB97M-V functional and the def2-TZVPD basis

HOMO-LUMO gap ... 8.7 eV
HOMO ... -7.992 eV

The geometry in ORCA input format:
```
! RIJCOSX wB97M-V def2-TZVPD def2/J DEFGRID3
* xyz 0 1
C -0.22 -2.03 0.13
C 2.38 0.02 -1.07
C -2.51 -0.50 0.01
C -0.22 0.60 -0.06
C -0.60 -0.61 0.04
C 1.59 0.31 0.16
N -3.19 0.61 -0.36
N -0.59 1.91 0.02
C 2.13 0.54 1.36
O -3.11 -1.53 0.29
H -4.21 0.61 -0.37
H -2.73 1.45 -0.68
H 0.05 2.56 -0.43
H -0.88 2.20 0.95
H -1.12 -2.66 0.22
H 0.31 -2.34 -0.78
H 0.40 -2.21 1.00
H 3.45 0.21 -0.93
H 2.27 -1.02 -1.37
H 2.05 0.65 -1.91
H 1.52 0.67 2.25
H 3.21 0.56 1.52
*
```



two) Molecular formula: C7H12N2O
Method: DFT, the ωB97M-V functional and the def2-TZVPD basis

HOMO-LUMO gap ... 9.6 eV
HOMO ... -8.931 eV

The geometry in ORCA input format:
```
! RIJCOSX wB97M-V def2-TZVPD def2/J DEFGRID3
* xyz 0 1
C 0.87 -2.43 -0.90
C 0.18 -1.08 -1.00
C -1.22 -0.88 -0.35
C -0.65 0.28 0.46
N 0.45 -0.27 1.26
C 0.71 0.07 -0.14
C 1.75 1.07 -0.53
C -1.28 1.60 0.72
N -1.73 1.94 1.94
H 0.89 -2.77 0.15
H 0.33 -3.18 -1.49
H 1.90 -2.37 -1.27
H 0.14 -0.75 -2.05
H -1.99 -0.57 -1.06
H -1.59 -1.71 0.27
H 0.87 0.44 1.86
H 2.74 0.59 -0.58
H 1.52 1.48 -1.52
H 1.81 1.90 0.19
O -2.03 2.13 -0.14
H -1.05 1.89 2.68
H -2.61 2.61 1.52
*
```



three) Molecular formula: C7H12N2O
Method: DFT, the ωB97M-V functional and the def2-TZVPD basis

HOMO-LUMO gap ... 11.3 eV
HOMO ... -10.707 eV

The geometry in ORCA input format:
```
! RIJCOSX wB97M-V def2-TZVPD def2/J DEFGRID3
* xyz 0 1
N -1.89 -0.06 -0.88
C -0.99 0.60 0.05
C -1.70 1.53 0.99
N -2.09 2.51 1.47
C -0.15 -0.40 0.84
C 0.86 -1.29 0.05
C 1.82 -0.07 -0.04
C 1.25 -0.05 1.41
C 1.51 -1.58 1.43
H -2.26 -0.93 -0.51
H -2.74 0.45 -1.10
H -0.33 1.26 -0.53
H -0.80 -0.94 1.54
H 0.62 -2.00 -0.75
H 2.88 -0.30 -0.14
H 1.54 0.76 -0.71
H 1.47 0.67 2.21
H 0.92 -2.18 2.14
H 2.56 -1.90 1.41
O -1.08 1.44 -3.20
H -1.28 0.71 -2.58
H -0.14 1.78 -3.11
*
```



Name the least stable of them. one).



one) Molecular formula: C7H12N2O
Method: DFT, the ωB97M-V functional and the def2-TZVPD basis

HOMO-LUMO gap ... 9.4 eV
HOMO ... -8.428 eV

The geometry in ORCA input format:
```
! RIJCOSX wB97M-V def2-TZVPD def2/J DEFGRID3
* xyz 0 1
C 0.03 -2.04 -2.13
C 0.26 -0.92 -2.77
C -0.03 -1.68 -0.72
C -0.27 -2.55 0.49
C 1.07 2.27 0.29
C -1.14 1.62 2.14
C 1.02 1.23 1.05
N 0.48 0.05 -1.91
N 0.33 -0.42 -0.63
O 0.08 0.90 1.97
H -0.13 -3.06 -2.55
H 0.43 -0.75 -3.87
H -1.27 -2.97 0.45
H 0.38 -3.44 0.26
H -0.10 -1.77 1.30
H 1.83 2.41 -0.38
H 0.23 1.04 -1.94
H 0.30 3.10 0.42
H -0.69 2.55 2.33
H -1.61 1.28 3.08
H -1.74 1.58 1.28
H 1.76 0.35 1.06
*
```



two) Molecular formula: C7H12N2O
Method: DFT, the ωB97M-V functional and the def2-TZVPD basis

HOMO-LUMO gap (spin up / spin down) ... 7.2 / 7.2 eV
HOMO (spin up / spin down) ... -6.653 / -6.654 eV

The geometry in ORCA input format:
```
! RIJCOSX wB97M-V def2-TZVPD def2/J DEFGRID3
* xyz 0 1
C 1.35 -0.78 -0.36
C 2.55 -0.16 -0.02
C 3.69 -0.78 0.40
C -1.25 -0.33 1.36
C -1.71 1.63 -0.10
C -1.69 -0.74 -1.07
C -1.08 0.24 -0.08
N 1.02 1.45 -0.23
N 0.38 0.34 -0.35
O 2.30 1.17 -0.07
H 1.12 -1.75 -0.59
H 4.63 -0.24 0.43
H 3.76 -1.87 0.15
H -0.83 -1.39 1.27
H -0.78 0.34 2.03
H -2.31 -0.23 1.59
H -2.44 1.81 0.76
H -2.14 1.88 -1.04
H -0.88 2.41 -0.02
H -1.31 -1.70 -1.01
H -2.74 -0.90 -0.89
H -1.61 -0.41 -2.15
*
```



Name the least stable of them. two).